[1]
The molecule C6H10O. Source: OMol25; level of theory: wB97M-V/def2-TZVPD.

Geometry as XYZ:
```
17
Properties=species:S:1:pos:R:3:forces:R:3:lowdin_charge:R:1
O 2.4109 -0.8244 0.0684 0.0873 -0.1947 -0.0018 -0.0227
C 1.1275 -0.3006 -0.1794 -0.3993 0.1334 -0.2066 -0.4224
C 1.0225 1.0984 0.3442 -0.1095 0.0713 -0.1144 -0.0451
C -0.1605 1.6881 0.1772 0.1036 -0.0332 -0.0375 -0.0970
C -1.2214 0.8568 -0.4886 0.0253 -0.0469 -0.1877 -0.2061
C -1.3757 -0.5274 0.1762 -0.0327 -0.0121 0.0144 -0.1805
C 0.0027 -1.1985 0.3650 0.0311 -0.0699 0.0328 -0.1405
H 2.3843 -1.7582 -0.1682 0.1518 0.0534 0.0320 0.0904
H 0.9222 -0.2223 -1.2723 0.4227 -0.1602 0.2382 0.1473
H 1.9111 1.5912 0.7297 -0.1565 -0.1051 0.0453 0.1142
H -0.3385 2.7335 0.4121 0.0123 -0.1629 0.1146 0.0999
H -0.8445 0.6513 -1.5082 -0.4152 0.2106 0.0831 0.1117
H -2.1827 1.3690 -0.5766 0.1374 -0.0595 0.0485 0.1078
H -1.8838 -0.4352 1.1410 0.0814 0.0878 -0.1212 0.1076
H -2.0201 -1.1438 -0.4597 0.0798 0.0552 0.1088 0.1045
H 0.1983 -1.4267 1.4186 0.0186 0.1384 -0.1341 0.1193
H 0.0477 -2.1515 -0.1794 -0.0381 0.0945 0.0855 0.1117
```
Positions in Å, forces in eV/Å.

Energy in eV: -8430.88672
HOMO-LUMO gap in eV: 10.25
Highest occupied orbital energy in eV: -9.25
Multiplicity: 1
ΔE to the lowest compared entry with this formula, charge and spin in eV: 0.354



[2]
A structure of composition C16H16B2Ba2Br8O16 in a non-equilibrium geometry. Source: OMol25; level of theory: wB97M-V/def2-TZVPD.

Geometry as XYZ:
```
60
Properties=species:S:1:pos:R:3:forces:R:3:lowdin_charge:R:1
Ba 11.4670 12.4576 4.4193 -0.5285 0.9260 -0.5537 2.0696
Ba 10.5974 21.2176 -0.8737 -0.2828 -1.0860 0.5999 2.0154
O 15.1526 19.6397 1.0919 0.9034 0.8140 -0.4420 0.2395
C 14.2945 18.8843 1.3416 -0.6291 -0.5323 0.5458 -0.3989
O 14.3019 17.8963 2.2357 -0.1059 -0.4212 -0.0800 0.2633
B 13.0396 17.1996 2.2248 0.7890 0.7902 0.0079 -0.8576
O 12.1483 18.0309 1.3719 -0.5055 -0.0923 -0.3725 0.2490
C 12.8729 18.9164 0.7567 0.0478 -0.0212 0.1285 -0.3697
O 12.4830 19.6708 -0.1189 -0.4156 0.2770 0.1064 -0.1505
O 12.5002 16.9971 3.5812 -0.2641 0.0359 -0.0448 0.2835
C 12.2475 15.7425 3.7454 -0.0935 0.0772 0.2820 -0.4075
O 11.7666 15.2154 4.7285 0.1431 -0.6954 -0.1020 -0.0089
C 12.6559 14.9931 2.4656 -0.4643 -0.3021 0.1976 -0.4119
O 13.1391 15.8351 1.6385 0.0646 0.0786 -0.3760 0.3158
O 12.4761 13.7992 2.3087 0.0454 -0.3670 0.5122 -0.0497
O 6.5575 13.9021 2.4321 -0.7427 -0.5721 -0.0284 0.2227
C 7.3926 14.7132 2.2862 0.1387 0.9075 0.6284 -0.4000
O 7.3365 15.8782 1.6275 0.0116 0.2595 0.5037 0.2400
B 8.6404 16.4950 1.6368 -0.5231 0.0829 -0.1427 -0.8254
O 9.5159 15.6446 2.4832 -0.0165 -0.0379 0.2197 0.2626
C 8.8020 14.6182 2.8859 0.1049 -0.4163 -0.2487 -0.3401
O 9.1796 13.6787 3.5563 0.8062 0.0928 0.1490 -0.0496
O 9.1991 16.5640 0.2327 0.7451 4.2475 1.3608 0.1544
C 9.3589 17.8084 -0.0969 -0.0480 0.9419 0.0021 -0.3749
O 9.7585 18.2934 -1.1283 0.1592 0.0958 -0.1063 0.0769
C 8.9763 18.6806 1.1004 0.4504 -0.8373 0.3891 -0.4067
O 8.5843 17.9050 2.0752 0.1491 0.1513 -0.1101 0.2693
O 9.1623 19.8669 1.1389 0.1676 1.0098 -0.2929 -0.0613
Br 5.2917 10.2562 -0.4892 0.0813 0.0205 -0.1201 0.6275
C 4.7297 11.3778 0.9915 -0.4207 -0.0860 0.0477 -0.7125
C 5.2286 10.7440 2.2657 0.1225 -0.2584 -0.3834 -0.7400
Br 4.2745 11.4420 3.7928 0.1211 0.1558 0.1708 0.6450
H 3.6440 11.3849 0.9767 -0.0128 -0.0394 -0.0784 0.0526
H 5.0872 12.3849 0.8105 0.1636 -0.0055 0.0703 0.0040
H 6.2995 10.8833 2.3822 -0.0157 0.1756 0.2087 0.0482
H 5.0309 9.6780 2.2354 -0.0811 -0.0315 0.1381 0.0391
Br 5.9710 21.2660 1.3595 -0.0174 -0.0743 -0.1611 0.6400
C 5.9978 20.0199 2.8628 0.3837 0.2035 0.1811 -0.7009
C 5.4969 20.7499 4.0793 0.1120 0.0786 -0.0802 -0.6986
Br 5.8902 19.6667 5.6468 -0.1908 -0.0682 -0.0112 0.6691
H 7.0369 19.7570 3.0351 0.0315 -0.0682 -0.2414 0.0026
H 5.4193 19.1506 2.5776 -0.1232 -0.0295 0.0294 0.0666
H 4.4390 20.9805 4.0252 -0.0773 -0.1179 0.2133 0.0687
H 6.0727 21.6555 4.2231 -0.0624 0.1339 0.0082 0.0121
Br 9.0972 22.0254 4.0395 -0.0480 0.0593 -0.0780 0.6731
C 9.7595 20.6275 5.1975 0.1683 -0.0292 0.3882 -0.6683
C 10.7486 19.7093 4.5387 -0.3869 -0.3682 0.0109 -0.6759
Br 12.3545 20.6230 3.9671 0.0821 -0.0527 -0.2059 0.7473
H 8.8856 20.0697 5.5267 -0.0346 -0.0607 -0.0802 0.0218
H 10.2153 21.0888 6.0697 -0.0941 0.2473 -0.0700 0.0682
H 10.3096 19.1905 3.6900 0.1270 0.1421 -0.1537 0.0381
H 11.0492 18.9537 5.2622 0.1624 0.0562 0.0152 0.0713
Br 9.5005 12.8461 -0.8905 0.0706 -0.1185 -0.1100 0.6461
C 8.5072 14.4617 -0.4282 0.1265 -2.3502 -0.0297 -0.6949
C 7.4909 14.8798 -1.4507 -0.0597 0.2706 -0.0974 -0.6513
Br 6.1624 13.5084 -1.7715 0.0598 0.1647 -0.0109 0.6893
H 9.2521 15.2174 -0.1953 -0.4708 -2.6848 -1.4614 0.0085
H 8.0177 14.1834 0.5052 0.0670 -0.3482 -0.9422 0.0232
H 7.9208 15.1588 -2.4088 0.1748 -0.2411 -0.0425 0.0686
H 6.9518 15.7567 -1.0913 -0.0655 -0.0825 0.1430 0.0624
```
Positions in Å, forces in eV/Å.

Energy in eV: -612691.78784
HOMO-LUMO gap in eV: 6.70
Highest occupied orbital energy in eV: -12.89
Multiplicity: 1
Total charge: +2
ΔE to the lowest compared entry with this formula, charge and spin in eV: 0.817



[3]
A structure of composition C3H7N4OS in a non-equilibrium geometry. Source: OMol25; level of theory: wB97M-V/def2-TZVPD.

Geometry as XYZ:
```
16
Properties=species:S:1:pos:R:3:forces:R:3:lowdin_charge:R:1
C -0.9720 1.0610 -0.1320 0.8699 0.6987 -0.6910 -0.5112
C 1.0458 0.1217 -0.7711 0.1684 0.8052 1.1977 -0.3839
C -0.5151 0.1082 0.8757 -1.2392 -2.8904 -0.8995 -0.4454
N 0.1272 1.0368 -1.0594 -0.0266 1.3402 -2.5649 0.2034
N 0.7483 -0.3700 0.4622 1.3686 -2.0360 0.7768 0.1394
N 2.1321 -0.0442 -1.5081 1.2551 -1.2454 -1.3220 0.2280
N -0.9809 0.1282 2.1201 1.1124 1.8995 -2.9434 0.2253
O -1.9126 1.7736 -0.1949 -0.3033 0.2390 0.1901 0.1751
S -1.8213 -1.4338 -0.3600 0.5487 -0.6931 1.3181 0.5385
H 0.2310 1.6753 -1.8983 -0.5749 -1.0433 1.5261 0.2232
H 1.0187 -1.3594 0.7396 -0.3115 1.8732 -0.5828 0.2069
H 2.0981 0.3267 -2.4865 0.0924 -0.4919 1.4094 0.1637
H 2.9293 -0.7372 -1.3513 -1.9152 1.3189 0.1155 0.1867
H -1.8210 0.6062 2.1516 -2.0195 0.9473 0.8256 0.1132
H -0.6611 -0.4133 2.8204 1.0443 -2.1222 2.6844 0.0929
H -1.6464 -2.4798 0.5920 -0.0696 1.4003 -1.0401 -0.1559
```
Positions in Å, forces in eV/Å.

Energy in eV: -22060.32062
HOMO-LUMO gap in eV: 7.82
Highest occupied orbital energy in eV: -12.58
Multiplicity: 1
Total charge: +1
ΔE to the lowest compared entry with this formula, charge and spin in eV: 1.393



[4]
The molecule C2H2O2S in a non-equilibrium geometry. Source: OMol25; level of theory: wB97M-V/def2-TZVPD.

Geometry as XYZ:
```
7
Properties=species:S:1:pos:R:3:forces:R:3:lowdin_charge:R:1
C -0.6302 -0.6738 -0.0331 0.2611 -0.4488 0.3793 -0.3324
C -0.2948 0.7515 -0.0802 -1.3752 1.8566 0.1365 -0.3527
O 0.2959 -1.4328 0.0324 -0.7842 -2.4635 -0.1959 -0.0038
O 2.0224 -0.1619 0.1238 2.1170 2.5537 -0.1117 -0.5102
S 1.3094 1.1202 -0.0094 -0.9585 -1.4861 0.2139 0.9901
H -1.6096 -1.1738 0.0145 -0.7244 1.1428 -0.1698 0.1177
H -1.0930 1.5706 -0.0482 1.4642 -1.1546 -0.2524 0.0912
```
Positions in Å, forces in eV/Å.

Energy in eV: -17033.56455
HOMO-LUMO gap in eV: 7.87
Highest occupied orbital energy in eV: -8.97
Multiplicity: 1
ΔE to the lowest compared entry with this formula, charge and spin in eV: 2.460



Question: Which value of highest occupied orbital energy does entry 3 give?
Answer: -12.58 eV



Question: Which of these has the highest highest occupied orbital energy?
Answer: C2H2O2S



Question: The highest highest occupied orbital energy belongs to which entry?
Answer: C2H2O2S



Question: multiplicity of number 4 (C2H2O2S)?
Answer: 1